# C4H10O3

A cluster of 3 separate species, C4H10O3 in total (the ωB97M-V functional and the def2-TZVPD basis, the Open Molecules 2025 dataset).

The geometry in XYZ format:
```
17
Properties=species:S:1:pos:R:3:lowdin_charge:R:1
C 0.12703 -2.90929 1.66007 -0.009
C 1.18304 -2.99059 0.86503 -0.197
C 1.69316 -2.01377 -0.09135 -0.111
C 1.24010 -0.74689 -0.21475 -0.197
O 0.74700 -0.07664 0.84980 0.001
H 0.03039 -3.66155 2.43412 0.045
H -0.65598 -2.17487 1.76723 0.052
H 1.81076 -3.85879 1.01653 0.087
H 2.51176 -2.32192 -0.72441 0.087
H 1.06251 -0.24198 -1.16435 0.117
H -0.06538 0.42552 0.69801 0.062
O -1.20693 2.14215 0.58678 -0.043
H -1.56987 2.39061 1.44748 0.055
H -1.74475 2.65298 -0.02866 0.043
O -1.90817 4.12818 -2.89804 -0.064
H -2.03698 5.05032 -2.63684 0.036
H -1.21769 4.20655 -3.56665 0.036
```

## Properties
- Total charge: 0
- Energy above the lowest of the compared OMol25 structures with the same formula, charge and spin: 2.782 eV
- E_HOMO: -7.56 eV
- SMILES: C=C/C=C\O.O.O